[1]
{
  "formula": "C24H42O2P2Pt",
  "method": "the ωB97M-V functional and the def2-TZVPD basis",
  "e_lumo_ev": [-7.76, -8.65],
  "charge": 2,
  "e_homo_ev": [-13.3, -13.3],
  "multiplicity": 5,
  "gap_ev": [5.54, 4.64],
  "species": ["H", "C", "H", "C", "C", "O", "P", "H", "C", "H", "H", "C", "H", "C", "C", "C", "C", "H", "H", "H", "H", "C", "H", "Pt", "H", "H", "H", "P", "H", "H", "H", "C", "C", "H", "C", "C", "H", "H", "C", "H", "C", "C", "C", "C", "H", "H", "H", "H", "C", "H", "H", "H", "H", "H", "H", "H", "C", "C", "C", "H", "H", "H", "C", "H", "H", "H", "H", "H", "H", "H", "O"],
  "positions_angstrom": [[-1.704, 0.792, 4.353], [-1.744, -0.293, 4.237], [-2.357, -1.756, -1.854], [3.045, 0.098, -0.603], [1.120, -0.615, -2.992], [-0.935, 2.921, 4.206], [-1.816, 0.508, -0.771], [-0.328, 1.482, -5.119], [-1.330, 0.796, -3.213], [3.042, -0.916, -1.013], [-0.614, 2.410, -1.731], [-0.456, 1.726, -4.044], [0.957, -0.182, -4.990], [0.657, -0.994, -4.357], [-2.607, 0.806, 0.875], [1.257, 0.379, 4.471], [0.810, -3.259, 1.172], [2.140, 3.250, -0.475], [1.278, -1.895, -4.498], [1.823, -1.307, -2.516], [-3.126, -0.091, 1.244], [-2.088, -2.465, 2.019], [3.788, 0.698, -1.139], [-0.172, -0.950, -1.550], [-2.746, -0.584, 3.895], [-1.957, -3.223, 1.252], [-1.555, -0.789, 5.207], [1.467, 1.014, -0.755], [-1.880, 1.225, 1.585], [0.737, 1.350, 4.589], [2.343, 0.525, 4.304], [-0.867, -1.668, 2.274], [-0.734, -0.670, 3.245], [-3.340, 1.590, 0.586], [-0.565, 3.174, 3.030], [0.442, -1.930, 1.726], [1.148, 2.750, 0.962], [0.048, -3.689, 0.484], [-0.507, 1.841, -0.771], [2.601, 0.793, -2.814], [-0.852, -1.336, -4.524], [1.371, -1.149, 2.417], [0.916, 1.942, -3.478], [-1.667, -0.495, -3.624], [3.203, -1.896, 1.595], [3.144, -1.696, 3.319], [-2.958, -1.893, 1.714], [0.878, -3.991, 2.026], [2.833, -1.245, 2.378], [3.361, -0.292, 2.318], [-2.384, -2.976, 2.946], [-2.144, 1.347, -2.641], [-0.622, 2.443, 0.160], [3.342, 0.021, 0.438], [-2.740, -0.800, -3.710], [0.970, 2.909, -2.930], [1.951, 2.461, 0.252], [0.668, -0.364, 3.354], [1.523, 0.798, -2.656], [2.839, 2.166, 0.800], [-3.736, -0.530, -1.708], [-0.563, 4.240, 2.719], [-2.857, -0.976, -1.248], [-3.151, -1.511, -0.364], [1.154, -0.223, 5.405], [1.821, -3.248, 0.703], [-1.059, -1.269, -5.603], [1.639, 2.057, -4.303], [-0.958, 2.704, -4.095], [-1.001, -2.403, -4.292], [-0.198, 2.351, 2.127]]
}

***

[2]
{
  "formula": "C24H42O3PdSiTe",
  "method": "the ωB97M-V functional and the def2-TZVPD basis",
  "e_lumo_ev": -7.11,
  "charge": 2,
  "e_homo_ev": -13.5,
  "gap_ev": 6.37,
  "species": ["H", "H", "C", "C", "H", "H", "C", "H", "H", "O", "H", "C", "C", "H", "H", "C", "H", "H", "C", "O", "C", "C", "H", "C", "C", "H", "H", "H", "H", "H", "C", "H", "C", "C", "C", "C", "C", "C", "C", "H", "H", "H", "H", "H", "H", "H", "H", "Pd", "H", "H", "H", "H", "C", "H", "H", "C", "H", "H", "Te", "H", "C", "Si", "C", "O", "H", "H", "H", "C", "H", "H", "H", "H"],
  "positions_angstrom": [[-2.952, 2.254, -1.643], [0.150, 2.410, 5.135], [0.303, -4.763, -2.620], [1.703, 3.170, 2.954], [-2.753, 1.367, 1.416], [-0.678, -3.215, -3.019], [-0.491, 3.531, 1.888], [-0.685, -5.962, -4.018], [1.391, 2.637, -2.769], [3.140, -1.037, -1.238], [-0.396, 4.592, 2.133], [-1.522, 3.883, -1.790], [0.766, 2.851, -1.905], [-1.385, -2.014, 2.432], [0.984, -2.004, 1.793], [-2.039, 2.609, -1.170], [-1.728, 0.630, 5.038], [-1.189, -1.017, 4.691], [-1.882, -0.231, 4.385], [2.514, -2.706, -2.716], [-1.997, -1.180, 2.095], [-2.390, 4.952, -2.002], [-3.436, 4.858, -1.736], [2.758, 0.079, 2.264], [0.283, 5.185, -2.708], [0.990, -0.376, 5.230], [-0.039, 3.384, 0.902], [2.605, 0.066, 1.166], [-1.552, 3.303, 1.830], [-2.200, 2.697, -0.099], [0.241, 2.703, 2.956], [-0.180, 4.048, 4.590], [0.163, -5.265, -3.994], [-1.739, 0.111, 2.887], [2.822, -1.872, -1.967], [-2.829, 1.106, 2.474], [1.211, -1.789, 2.849], [0.959, -5.523, -1.555], [-1.920, 6.129, -2.557], [0.378, -2.148, 3.452], [-3.043, -1.465, 2.251], [2.297, 2.714, 3.746], [2.138, 0.906, 4.825], [2.091, -2.380, 3.120], [0.321, -6.375, -1.293], [-0.024, -4.466, -4.709], [-3.806, 0.639, 2.626], [0.607, 0.020, 0.510], [-0.216, 7.162, -3.355], [-2.600, 6.954, -2.724], [-1.868, -1.056, 1.018], [3.136, 1.066, 2.512], [1.515, -0.306, 3.099], [-2.895, -0.600, 4.568], [2.191, 2.988, 1.995], [-0.582, 6.246, -2.911], [-2.820, 2.022, 3.060], [-1.415, 2.811, 4.416], [-0.501, 1.167, -1.527], [1.715, 4.249, 3.125], [-0.345, 2.994, 4.354], [0.025, 0.836, 2.627], [1.835, -0.114, 4.590], [-0.207, -3.646, -2.281], [1.402, 3.005, -1.035], [1.122, -4.912, -0.672], [1.044, -5.838, -4.281], [-0.182, 4.000, -2.144], [2.668, -0.772, 4.860], [3.555, -0.645, 2.459], [1.325, 5.273, -2.992], [1.893, -5.943, -1.931]]
}

***

[3]
{
  "formula": "C24H42O5",
  "method": "the ωB97M-V functional and the def2-TZVPD basis",
  "e_lumo_ev": 0.70,
  "charge": 0,
  "e_homo_ev": -8.3,
  "smiles": "COC[C@@H](Cc1ccccc1C)OC.C1CCOC1.C1CCOC1.C1CCOC1",
  "gap_ev": 9.02,
  "species": ["C", "H", "H", "C", "H", "C", "H", "H", "C", "H", "C", "H", "C", "H", "H", "C", "H", "H", "H", "O", "C", "H", "H", "H", "H", "C", "H", "C", "H", "C", "H", "H", "H", "H", "O", "C", "H", "C", "O", "C", "C", "C", "H", "H", "C", "H", "H", "H", "H", "C", "H", "C", "C", "H", "H", "H", "H", "H", "H", "O", "H", "H", "C", "C", "O", "H", "H", "C", "H", "C", "H"],
  "positions_angstrom": [[0.330, 2.601, 3.720], [-0.012, 2.425, 4.793], [2.515, 4.722, 1.527], [3.130, -2.595, -0.138], [-2.637, 0.688, 4.635], [6.117, 1.066, -3.368], [1.422, 2.983, 3.794], [-0.154, 2.198, -0.415], [-4.439, -4.166, -5.055], [1.870, -0.598, 2.698], [0.609, -0.830, 0.693], [5.460, 0.824, -4.210], [5.289, 1.320, -2.128], [4.387, 1.907, -2.313], [4.042, -3.232, -0.379], [-4.952, 3.038, 4.176], [4.863, -0.148, -0.570], [-1.248, 0.232, 0.117], [-2.688, 2.653, 6.048], [-4.618, 3.162, 5.565], [-5.133, -3.761, -3.773], [-4.319, 1.562, 2.692], [-2.920, -2.619, -5.130], [2.734, 3.772, -0.093], [6.747, 1.909, -3.657], [-0.315, 1.491, 1.687], [7.837, 0.122, -2.444], [-3.653, 2.156, 5.900], [5.892, 1.847, -1.380], [6.916, -0.159, -2.967], [1.491, 1.701, 0.243], [-4.032, -5.006, -2.380], [-0.261, 3.433, 3.180], [-4.438, -5.257, -5.147], [0.369, 1.373, 2.952], [-0.447, -1.441, -1.827], [-1.251, -2.243, -1.699], [2.252, 3.751, 0.960], [6.102, -0.904, -2.053], [-4.040, -3.972, -2.744], [-0.692, 0.017, 1.105], [0.715, -1.541, -0.706], [-5.405, -2.701, -3.817], [2.727, 2.892, 1.563], [-3.935, 2.095, 3.565], [1.993, -2.943, -2.124], [7.179, -0.787, -3.821], [-4.947, 4.024, 3.707], [-3.940, 1.668, 6.834], [-3.601, 1.192, 4.731], [-1.415, -0.552, 1.779], [4.991, -0.088, -1.653], [1.833, -1.048, 1.639], [4.092, -0.488, -2.133], [-2.278, -4.262, -5.346], [-0.869, -0.376, -1.832], [-4.136, -3.303, -1.886], [-4.377, 0.427, 4.842], [-4.896, -3.748, -5.953], [0.818, 3.616, 0.782], [0.016, -1.592, -2.875], [-6.035, -4.337, -3.561], [3.084, -1.901, 1.243], [0.517, 2.218, 0.530], [-2.792, -3.731, -3.408], [-1.327, 2.028, 1.852], [-3.044, 2.653, 3.260], [1.953, -2.411, -1.119], [-5.965, 2.625, 4.111], [-3.028, -3.665, -4.821], [3.947, -1.989, 2.001]]
}

***

| no. | E (Eh) |
| --- | --- |
| 1 | -1891.18248 |
| 2 | -1850.27550 |
| 3 | -1315.60121 |